Molecular formula: CH5NOP2
Method: DFT, the ωB97M-V functional and the def2-TZVPD basis

## Properties
energy	-23229.02390	eV
energy relative to the best compared isomer or geometry (same formula, charge and spin)	331.2	kJ/mol
multiplicity	1
LUMO (spin up / spin down)	-0.03 / -0.03	eV

Positions of all 10 atoms, in Å:
C -1.3264 -0.7311 -0.3168
N 2.0693 0.6612 -0.8560
O -0.2407 -1.5938 0.0202
P 1.2684 -1.1296 0.4502
P 1.1943 1.0978 0.3487
H -2.0113 -1.5112 -0.7452
H -1.1627 0.2001 -0.9994
H -1.8457 -0.4836 0.6416
H -0.0275 1.6400 0.2262
H 2.0822 1.8501 1.2305

Partial charges, Mulliken, in e:
1. C -0.638
2. N -0.476
3. O -0.271
4. P 0.262
5. P 0.135
6. H 0.245
7. H 0.292
8. H 0.322
9. H 0.049
10. H 0.081

Molecular formula: C17H17N2Pr
Method: DFT, the ωB97M-V functional and the def2-TZVPD basis

## Properties
energy	-34938.58559	eV
total charge	+2
multiplicity	3
LUMO (spin up / spin down)	-7.90 / -7.83	eV
⟨S²⟩	2.004

Positions of all 37 atoms, in Å:
C -2.6820 -0.7579 -1.8020
C -2.7381 0.6104 -1.7677
H -3.2571 -1.3719 -1.0914
H -2.2070 -1.3078 -2.6273
H -2.2095 1.2427 -2.4984
H -3.4390 1.1419 -1.1106
Pr -0.6120 -0.1155 -0.2999
C 1.8282 -1.2235 -0.9183
C 1.4875 -0.3908 -2.0285
C 1.9241 0.9801 -0.2129
C 2.1075 -0.3750 0.1932
H 1.2984 -0.7286 -3.0498
H 1.3836 1.8501 -2.2181
H 2.1391 1.8634 0.3841
C 1.5315 0.9705 -1.5902
H 2.4888 -0.6974 1.1612
H 1.9454 -2.3078 -0.9516
C -3.4666 2.6958 1.8486
C -4.0702 1.8664 2.8010
C -3.5273 0.6109 3.0749
C -2.3567 0.2118 2.4251
N -1.7694 1.0453 1.4988
C -2.3212 2.2512 1.1975
C -1.7090 -1.1002 2.6420
C -2.1267 -1.9984 3.6335
C -1.3515 -3.1258 3.9071
C -0.1892 -3.3491 3.1548
C 0.1082 -2.4869 2.1014
N -0.6519 -1.3978 1.8149
H -3.8835 3.6653 1.5866
H -4.9791 2.1692 3.3186
H -3.9928 -0.0928 3.7574
H -1.8026 2.8282 0.4200
H -3.0484 -1.7948 4.1715
H -1.6467 -3.8070 4.7005
H 0.4849 -4.1758 3.3735
H 0.9774 -2.6325 1.4557

Partial charges, Mulliken, in e:
1. C -0.593
2. C -0.582
3. H 0.384
4. H 0.416
5. H 0.392
6. H 0.350
7. Pr 0.965
8. C -0.433
9. C -0.660
10. C -0.684
11. C -0.385
12. H 0.564
13. H 0.583
14. H 0.516
15. C -0.538
16. H 0.537
17. H 0.498
18. C -0.734
19. C -0.500
20. C -0.640
21. C 0.825
22. N -0.132
23. C -0.169
24. C 0.594
25. C -0.702
26. C -0.493
27. C -0.845
28. C 0.039
29. N -0.011
30. H 0.441
31. H 0.469
32. H 0.376
33. H 0.559
34. H 0.336
35. H 0.465
36. H 0.428
37. H 0.364

Q: Look up the multiplicity of the first one.
A: 1

Q: Look up the energy of the second one.
A: -34938.58559 eV